{
  "formula": "C5H4F2",
  "method": "ωB97M-V with the def2-TZVPD basis set",
  "species": ["C", "C", "C", "C", "C", "H", "H", "H", "H", "F", "F"],
  "xyz": [[0.95, 0.17, 0.64], [0.67, 0.85, -0.63], [-0.46, 0.30, -1.19], [-1.24, -0.63, -0.24], [-0.36, -0.73, 0.82], [1.79, -0.49, 0.50], [1.57, 1.25, -1.30], [-0.69, 0.22, -2.26], [-2.31, -1.05, -0.36], [0.88, 0.96, 1.83], [-0.81, -0.85, 2.18]],
  "mulliken_charge": [0.537, -0.705, -0.121, -0.392, 0.038, 0.293, 0.235, 0.359, 0.330, -0.303, -0.272],
  "relative_energy_kcal_mol": 46.1,
  "orbital_gap_ev": 9.23,
  "smiles": "FC1=CC=C[C@H]1F",
  "multiplicity": 1,
  "lumo_energy_ev": 0.0,
  "e_homo_ev": -9.3,
  "energy_ha": -392.54112
}